Computed, not measured: a single C3H6N2S molecule at a distorted geometry, with wB97M-V/def2-TZVPD.

Geometry as XYZ:
```
12
Properties=species:S:1:pos:R:3:forces:R:3
N -2.747 -0.106 -0.406 1.855 -0.288 1.703
C -1.414 0.339 -0.149 2.356 1.140 0.680
C -0.224 -0.366 0.122 -3.973 0.868 -2.322
C 1.066 0.388 -0.036 -1.087 1.338 2.834
N 2.104 -0.298 -0.181 1.648 -1.198 -0.278
S 3.782 0.106 -0.216 -0.863 0.590 0.222
H -3.236 0.475 0.260 -1.005 0.272 -0.275
H -2.770 -1.013 0.052 -0.468 -0.556 -0.532
H -1.408 1.477 -0.088 0.382 -1.442 -0.398
H -0.445 -1.485 0.028 1.459 1.436 0.259
H 0.962 1.545 0.372 0.524 -2.465 -1.571
H 4.329 -1.061 0.242 -0.827 0.307 -0.322
```
Positions in Å, forces in eV/Å.

Its multiplicity is 1. As for the relative energy (zero: lowest compared OMol25 entry of this formula, charge and spin): 297.72 kJ/mol. The lowest unoccupied orbital energy comes out at 0.0320 Ha. The SMILES is N/C=C/C=N/S. As for the frontier orbital gap: 0.3349 Ha. The total charge is 0. The calculation puts the highest occupied orbital energy at -8.2 eV.



Computed, not measured: 4 unconnected molecules or ions with the total composition C26H37F9N2O6S at a distorted geometry, with wB97M-V/def2-TZVPD.

Geometry as XYZ:
```
81
Properties=species:S:1:pos:R:3:forces:R:3
F 1.516 3.638 0.086 0.221 -0.093 0.446
C 2.078 3.418 -1.118 -1.237 -0.203 -1.417
F 2.900 2.349 -1.055 0.499 0.062 0.519
C 0.956 3.096 -2.106 -0.363 0.427 0.897
C 0.309 1.736 -1.825 0.008 0.296 -1.371
C -1.131 1.724 -2.352 -0.085 -0.477 0.789
C -2.113 2.544 -1.490 0.216 0.150 -0.814
C -2.687 3.795 -2.125 0.035 0.056 0.034
C -2.154 4.426 -3.222 -0.232 -0.124 0.421
C -2.718 5.616 -3.744 -0.065 -0.336 0.497
C -3.820 6.156 -3.148 0.116 0.305 -0.469
C -4.429 5.536 -2.034 0.166 0.332 -0.402
N -5.550 6.108 -1.501 0.285 -0.573 0.120
C -6.046 5.453 -0.488 -0.420 0.432 0.040
C -5.479 4.281 0.047 0.288 -0.249 0.044
N -4.401 3.730 -0.438 -0.114 0.218 -0.177
C -3.858 4.357 -1.523 0.121 -0.263 0.207
C 2.869 4.659 -1.619 0.768 -0.696 -0.102
F 2.052 5.547 -2.173 -0.299 0.311 0.390
F 3.676 4.217 -2.597 0.049 -0.003 -0.091
S 3.957 5.510 -0.321 0.032 0.921 -0.549
F 5.295 5.148 -1.076 0.131 -0.242 0.049
F 3.901 6.868 -1.154 0.052 0.010 0.076
F 2.652 5.952 0.453 -0.210 -0.126 0.176
F 4.058 4.175 0.509 -0.001 -0.239 0.230
F 4.811 6.236 0.784 0.058 0.043 0.067
H 0.203 3.864 -1.930 -0.003 0.200 -0.016
H 1.276 3.221 -3.136 0.191 -0.221 -0.095
H 0.344 1.464 -0.775 -0.002 -0.034 0.128
H 0.839 0.995 -2.421 0.269 -0.272 0.355
H -1.450 0.684 -2.298 -0.089 -0.086 -0.095
H -1.161 1.983 -3.407 0.021 0.149 -0.114
H -2.951 1.917 -1.216 -0.059 -0.055 0.235
H -1.599 2.820 -0.569 -0.139 0.055 0.220
H -1.274 4.010 -3.682 0.108 0.013 -0.186
H -2.247 6.081 -4.595 -0.055 0.140 -0.106
H -4.248 7.069 -3.532 -0.150 0.065 0.062
H -6.948 5.840 -0.031 -0.068 0.115 0.012
H -5.942 3.816 0.906 -0.032 -0.096 0.080
C 3.899 0.390 3.134 0.012 -0.070 0.182
C 2.835 1.367 2.685 0.229 0.004 -0.056
O 1.565 1.062 3.264 -0.190 0.008 -0.212
C 1.188 1.494 4.485 0.138 -0.032 0.230
C 2.218 2.116 5.402 0.027 0.383 -0.192
O 0.057 1.320 4.838 -0.064 -0.039 -0.054
H 4.062 0.431 4.212 0.026 0.085 -0.004
H 4.850 0.590 2.639 -0.030 0.015 -0.045
H 3.584 -0.625 2.896 0.064 -0.018 -0.062
H 3.111 2.405 2.877 -0.007 -0.015 0.042
H 2.691 1.280 1.608 -0.142 0.003 0.022
H 2.612 1.343 6.060 0.004 -0.014 0.003
H 1.719 2.872 6.004 -0.088 -0.135 0.091
H 3.041 2.604 4.885 0.062 -0.135 0.018
C 1.438 -5.309 2.411 0.012 0.161 0.052
C 1.347 -5.154 0.906 0.086 -0.165 0.290
O 0.464 -4.085 0.545 -0.164 -0.130 -0.248
C 0.850 -2.799 0.476 0.098 0.176 0.205
C 2.194 -2.394 1.037 0.275 -0.150 -0.342
O 0.091 -1.986 0.024 -0.061 -0.017 -0.086
H 1.858 -4.421 2.885 0.063 -0.026 -0.006
H 2.063 -6.164 2.668 -0.012 -0.017 -0.019
H 0.444 -5.458 2.835 -0.004 -0.058 -0.028
H 2.325 -5.030 0.441 -0.009 0.078 0.012
H 0.913 -6.054 0.476 -0.043 0.087 -0.163
H 2.056 -2.054 2.062 -0.054 -0.004 0.008
H 2.578 -1.572 0.437 -0.153 0.126 0.079
H 2.944 -3.182 1.014 -0.067 -0.044 0.153
C -3.570 -9.103 -1.804 0.064 0.150 -0.006
C -2.477 -9.947 -1.180 -0.258 0.020 -0.016
O -1.178 -9.399 -1.418 0.181 -0.226 -0.066
C -0.629 -8.445 -0.647 -0.136 0.297 0.015
C -1.484 -7.718 0.365 -0.007 -0.330 0.309
O 0.520 -8.144 -0.825 0.070 -0.055 -0.016
H -3.604 -8.105 -1.369 -0.039 -0.027 0.060
H -4.543 -9.574 -1.662 0.008 -0.021 -0.003
H -3.389 -8.985 -2.872 -0.012 -0.069 -0.010
H -2.638 -10.111 -0.114 0.013 0.061 0.006
H -2.460 -10.930 -1.648 0.123 0.010 -0.024
H -1.860 -6.799 -0.085 0.006 0.012 0.000
H -0.854 -7.465 1.215 0.055 0.136 -0.084
H -2.317 -8.302 0.748 -0.086 0.074 -0.122
```
Positions in Å, forces in eV/Å.

Its multiplicity is 1. As for the relative energy (zero: lowest compared OMol25 entry of this formula, charge and spin): 0.00 kJ/mol. The lowest unoccupied orbital energy comes out at -0.0030 Ha. The SMILES is FC(F)(CCCCc1cccc2nccnc12)C(F)(F)S(F)(F)(F)(F)F.CCOC(C)=O.CCOC(C)=O.CCOC(C)=O. As for the frontier orbital gap: 0.3219 Ha. The total charge is 0. The calculation puts the highest occupied orbital energy at -8.8 eV.



Computed, not measured: 2 unconnected molecules or ions with the total composition C4H9N3 at a distorted geometry, with wB97M-V/def2-TZVPD.

Geometry as XYZ:
```
16
Properties=species:S:1:pos:R:3:forces:R:3
C -1.996 0.711 0.212 -0.980 -0.198 -0.726
C -0.043 2.090 -0.099 3.132 -2.908 -1.266
C -1.223 -1.321 -0.148 1.404 -0.029 0.772
C 1.199 -0.756 0.419 0.899 3.307 1.182
N -2.249 -0.494 0.147 -2.318 -0.110 1.503
N -0.627 0.942 -0.146 1.688 1.712 1.077
N 0.038 -0.341 -0.343 -0.936 -1.146 -5.464
H -2.704 1.531 0.356 0.407 -0.018 0.101
H 1.053 2.124 -0.294 -0.777 -0.034 0.173
H -0.493 3.008 0.015 -1.758 1.786 0.559
H -1.035 -2.199 0.472 0.394 0.665 1.002
H -1.413 -1.785 -1.029 -0.420 -1.097 -3.278
H 1.001 -1.259 1.342 -0.518 0.472 0.891
H 1.666 -1.446 -0.156 1.506 -2.225 -1.991
H 1.877 0.131 0.423 -0.227 -0.878 0.734
H 0.416 -0.446 -1.699 -1.497 0.703 4.730
```
Positions in Å, forces in eV/Å.

Its multiplicity is 1. As for the relative energy (zero: lowest compared OMol25 entry of this formula, charge and spin): 514.76 kJ/mol. The lowest unoccupied orbital energy comes out at -0.4066 Ha. As for the frontier orbital gap: 0.3601 Ha. The total charge is +2. The calculation puts the highest occupied orbital energy at -20.9 eV.



Computed, not measured: a single C3H7IOS2 molecule at a distorted geometry, with wB97M-V/def2-TZVPD.

Geometry as XYZ:
```
14
Properties=species:S:1:pos:R:3:forces:R:3
C 0.612 0.901 0.934 -3.630 0.347 -0.675
C -0.945 -1.208 0.563 6.362 1.255 -2.231
C -0.397 0.151 -0.055 0.824 -2.245 1.952
O 1.792 1.099 0.316 0.597 3.665 -0.393
S -0.314 -1.558 -2.413 -0.450 -1.732 -1.197
S 0.599 -0.157 -1.572 -0.185 0.604 -0.146
I -0.238 1.893 -2.777 0.321 0.350 0.078
H 0.057 1.858 1.023 1.027 -0.080 0.463
H 0.711 0.449 1.915 -0.239 -0.365 0.102
H 2.339 0.371 0.273 1.656 -2.527 0.141
H -1.565 -1.049 1.287 -4.122 1.499 4.180
H -0.075 -1.675 1.110 -0.714 -0.099 -1.001
H -1.370 -1.795 -0.170 -0.712 -1.456 -1.394
H -1.206 0.720 -0.435 -0.735 0.783 0.122
```
Positions in Å, forces in eV/Å.

Its multiplicity is 1. As for the relative energy (zero: lowest compared OMol25 entry of this formula, charge and spin): 44.59 kJ/mol. The lowest unoccupied orbital energy (spin up / spin down) comes out at -0.0504 / -0.0504 Ha. As for the frontier orbital gap (spin up / spin down): 0.2619 / 0.2618 Ha. The total charge is 0. The calculation puts the highest occupied orbital energy (spin up / spin down) at -8.5 / -8.5 eV.



Looking at E for the records above, in order, we have -17020.955; -78118.801; -8740.416; -35041.240 eV.